A molecular structure, C36H47N5O2PtS3Se. Source: OMol25; level of theory: wB97M-V/def2-TZVPD.

Output
E_LUMO	-1.4951	eV
orbital gap	6.4597	eV
electronic energy	-150739.4714	eV

Each line ends with the Löwdin charge.
Atoms and positions in Å:
Pt1 1.963 -0.954 -1.200  0.96
C1 -3.837 4.580 -0.970  -0.05
C2 -3.272 3.716 0.166  -0.56
C3 -4.428 3.021 0.898  -0.04
C4 -2.558 4.633 1.159  -0.07
C5 -2.331 2.661 -0.413  -0.17
C6 -0.996 2.573 -0.075  -0.06
C7 -0.217 1.557 -0.613  -0.38
Se1 1.599 1.375 -0.041  1.17
C8 1.254 0.569 1.646  -0.39
C9 0.938 1.376 2.736  -0.06
C10 0.622 0.790 3.942  -0.17
C11 0.693 -0.612 4.010  0.03
C12 1.026 -1.437 2.953  -0.07
C13 1.288 -0.812 1.706  -0.35
O1 1.581 -1.567 0.653  -0.38
C14 1.141 -2.956 3.111  -0.53
C15 0.150 -3.673 2.183  -0.03
C16 2.578 -3.389 2.780  -0.03
C17 0.838 -3.401 4.544  -0.07
C18 0.217 1.589 5.179  -0.56
C19 -1.169 1.125 5.650  -0.04
C20 1.240 1.358 6.298  -0.04
C21 0.145 3.088 4.888  -0.06
C22 -0.696 0.607 -1.520  -0.36
O2 0.103 -0.303 -2.053  -0.29
C23 -2.059 0.712 -1.903  -0.08
C24 -2.817 1.720 -1.330  0.03
C25 -2.655 -0.249 -2.932  -0.53
C26 -4.150 -0.007 -3.150  -0.07
C27 -1.950 -0.037 -4.279  -0.04
C28 -2.478 -1.703 -2.470  -0.03
H1 -4.508 5.343 -0.569  0.08
H2 -4.401 3.981 -1.687  0.08
H3 -3.032 5.081 -1.511  0.09
H4 -5.102 3.762 1.332  0.08
H5 -4.048 2.389 1.704  0.09
H6 -5.010 2.391 0.224  0.08
H7 -3.267 5.360 1.558  0.09
H8 -1.745 5.187 0.685  0.09
H9 -2.150 4.070 2.001  0.08
H10 -0.551 3.268 0.624  0.09
H11 0.937 2.451 2.616  0.10
H12 0.475 -1.075 4.962  0.10
H13 0.375 -3.487 1.136  0.07
H14 -0.872 -3.342 2.381  0.09
H15 0.199 -4.750 2.359  0.09
H16 2.838 -3.147 1.751  0.06
H17 2.679 -4.468 2.913  0.09
H18 3.290 -2.895 3.445  0.09
H19 -0.182 -3.150 4.842  0.09
H20 1.532 -2.962 5.264  0.09
H21 0.943 -4.485 4.604  0.09
H22 -1.166 0.071 5.931  0.08
H23 -1.910 1.261 4.861  0.09
H24 -1.484 1.703 6.522  0.08
H25 1.298 0.304 6.576  0.08
H26 0.964 1.926 7.189  0.08
H27 2.235 1.677 5.982  0.09
H28 -0.566 3.307 4.089  0.07
H29 1.120 3.492 4.606  0.09
H30 -0.186 3.618 5.783  0.09
H31 -3.858 1.791 -1.611  0.09
H32 -4.352 0.999 -3.526  0.08
H33 -4.724 -0.160 -2.234  0.09
H34 -4.518 -0.716 -3.894  0.09
H35 -2.097 0.987 -4.631  0.09
H36 -2.365 -0.715 -5.028  0.08
H37 -0.881 -0.227 -4.189  0.06
H38 -2.948 -1.854 -1.496  0.09
H39 -1.426 -1.968 -2.389  0.07
H40 -2.957 -2.378 -3.184  0.08
S1 2.693 -3.156 -1.448  0.73
C29 4.311 -2.588 -1.338  -1.03
S2 4.217 -0.932 -0.829  0.67
C30 5.456 -3.272 -1.604  -0.35
C31 5.403 -4.630 -2.039  -0.23
N1 5.333 -5.727 -2.379  0.17
C32 6.720 -2.620 -1.475  -0.23
N2 7.738 -2.092 -1.383  0.16
C33 0.379 -2.019 -7.043  -0.09
C34 1.733 -2.313 -6.400  -0.23
C35 2.043 -1.395 -5.263  -0.58
N3 1.968 -1.726 -4.031  0.03
N4 2.374 -0.724 -3.190  -0.24
C36 2.695 0.396 -3.800  -0.68
N5 3.101 1.509 -3.181  0.13
S3 2.561 0.259 -5.508  1.15
H41 0.193 -2.716 -7.859  0.08
H42 0.340 -1.006 -7.449  0.07
H43 -0.420 -2.121 -6.311  0.07
H44 2.529 -2.237 -7.144  0.11
H45 1.754 -3.324 -5.996  0.12
H46 3.194 1.511 -2.178  0.02
H47 3.339 2.335 -3.696  0.11

***

A molecular structure, C9H24AsN2O2. Source: OMol25; level of theory: wB97M-V/def2-TZVPD.

Output
E_LUMO	2.9667	eV
orbital gap	6.3564	eV
charge	-1
electronic energy	-77628.0668	eV

Each line ends with the Löwdin charge.
Atoms and positions in Å:
C1 2.745 3.262 0.087  -0.04
C2 2.499 1.865 0.911  -0.29
O1 1.856 1.956 2.108  -0.07
O2 2.943 0.520 0.522  -0.12
C3 2.655 0.225 -0.900  -0.27
C4 2.185 -1.316 -1.178  -0.34
As1 0.420 -1.880 -0.420  0.62
C5 1.117 -1.926 1.513  -0.31
N1 0.962 -3.731 -0.518  -0.31
C6 -0.306 -0.013 -0.236  -0.41
C7 -1.965 -0.149 -0.069  -0.30
C8 -2.490 1.435 0.055  -0.24
C9 -4.104 1.401 -0.223  -0.31
N2 -4.794 0.591 0.853  -0.08
H1 1.876 4.005 0.431  0.10
H2 2.611 3.159 -1.085  0.08
H3 3.757 3.818 0.384  0.10
H4 3.707 0.344 -1.455  0.12
H5 1.968 1.050 -1.421  0.10
H6 3.017 -2.012 -0.679  0.07
H7 2.266 -1.557 -2.345  0.08
H8 -0.188 -1.972 -1.875  -0.05
H9 -0.931 -2.405 0.154  -0.05
H10 1.194 -0.819 1.954  0.02
H11 2.245 -2.310 1.457  0.02
H12 0.444 -2.632 2.164  0.02
H13 0.486 -4.200 0.311  -0.01
H14 0.502 -4.119 -1.387  -0.02
H15 0.042 0.568 0.730  0.07
H16 -0.155 0.592 -1.235  0.07
H17 -2.112 -0.715 0.972  0.10
H18 -2.454 -0.714 -0.974  0.10
H19 -1.903 2.139 -0.710  0.10
H20 -2.237 1.891 1.129  0.11
H21 -4.266 0.842 -1.246  0.11
H22 -4.561 2.501 -0.216  0.10
H23 -4.327 0.739 1.774  0.06
H24 -4.707 -0.432 0.661  0.06

***

A single C32H36N4O6S4 molecule. Source: OMol25; level of theory: wB97M-V/def2-TZVPD.

Output
E_LUMO	-1.0302	eV
SMILES	[H]/N=C/Cc1c(CC(=O)O)cc2c(c1COCCOCC)Sc1c(S)c(S)c(S)c(N=C=O)c1N2CCCNCc1ccccc1O
orbital gap	6.8820	eV
electronic energy	-95317.6188	eV

Each line ends with the Löwdin charge.
Atoms and positions in Å:
H1 0.074 -2.350 -4.490  0.04
N1 0.623 -2.102 -3.626  0.05
C1 1.596 -3.077 -3.553  -0.18
C2 2.680 -2.958 -2.323  -0.17
C3 2.056 -2.329 -0.929  -0.05
C4 1.199 -3.413 0.014  -0.10
C5 0.934 -4.984 -0.394  -0.07
C6 -0.724 -5.170 -0.509  -0.27
O1 -1.194 -6.432 -0.387  -0.03
O2 -1.665 -4.069 -0.777  -0.02
C7 0.555 -2.886 1.427  0.06
C8 0.709 -1.305 1.949  -0.13
C9 1.557 -0.280 0.992  -0.28
C10 2.239 -0.733 -0.466  -0.02
C11 3.052 0.288 -1.464  -0.19
O3 3.969 1.219 -0.788  -0.23
C12 3.585 2.635 -1.101  -0.16
C13 3.866 3.061 -2.659  -0.15
O4 2.526 3.324 -3.272  -0.23
C14 2.386 2.604 -4.547  -0.26
C15 0.795 2.285 -4.937  -0.11
S1 1.731 1.508 1.646  0.84
C16 1.732 1.268 3.533  -0.34
C17 2.582 2.262 4.575  -0.50
S2 3.667 3.686 3.951  0.61
C18 2.495 1.963 6.218  -0.50
S3 3.457 3.006 7.497  0.59
C19 1.567 0.739 6.837  -0.46
S4 1.488 0.514 8.715  0.64
C20 0.772 -0.202 5.754  -0.13
N2 -0.090 -1.336 6.307  0.05
C21 -1.225 -0.775 6.905  -0.05
O5 -2.371 -0.053 7.032  0.00
C22 0.840 0.014 4.097  -0.08
N3 0.058 -0.985 3.274  -0.13
C23 -1.407 -0.635 3.149  -0.18
C24 -1.732 0.708 2.267  -0.15
C25 -3.287 0.505 1.686  -0.23
N4 -3.485 1.575 0.611  -0.12
C26 -4.804 1.360 -0.098  -0.23
C27 -4.679 1.091 -1.718  -0.07
C28 -5.087 2.323 -2.763  -0.02
C29 -5.038 2.126 -4.423  -0.08
C30 -4.531 0.664 -5.002  -0.09
C31 -4.098 -0.607 -4.034  -0.02
C32 -4.195 -0.360 -2.385  -0.12
O6 -3.801 -1.494 -1.518  -0.10
H2 1.749 -3.954 -4.317  0.12
H3 3.042 -4.059 -2.038  0.11
H4 3.631 -2.405 -2.721  0.11
H5 1.284 -5.692 0.476  0.14
H6 1.352 -5.300 -1.440  0.11
H7 -1.398 -3.629 -1.656  0.12
H8 -0.049 -3.658 2.102  0.12
H9 3.702 -0.269 -2.295  0.13
H10 2.216 0.871 -2.087  0.14
H11 2.409 2.693 -0.906  0.11
H12 4.057 3.408 -0.338  0.14
H13 4.402 4.127 -2.627  0.14
H14 4.507 2.287 -3.259  0.13
H15 2.924 1.539 -4.558  0.12
H16 2.793 3.256 -5.461  0.13
H17 0.709 1.265 -5.551  0.08
H18 0.108 2.148 -3.998  0.08
H19 0.332 3.121 -5.643  0.08
H20 5.010 3.232 4.067  -0.10
H21 4.235 2.027 8.191  -0.10
H22 1.294 -0.877 8.889  -0.10
H23 -1.934 -0.595 4.208  0.13
H24 -1.919 -1.552 2.582  0.13
H25 -1.065 0.857 1.318  0.09
H26 -1.703 1.622 3.024  0.13
H27 -4.093 0.553 2.534  0.13
H28 -3.300 -0.538 1.113  0.12
H29 -2.742 1.445 -0.138  0.11
H30 -5.293 0.384 0.361  0.12
H31 -5.546 2.285 0.039  0.12
H32 -5.435 3.375 -2.361  0.09
H33 -5.357 3.004 -5.137  0.08
H34 -4.476 0.525 -6.177  0.08
H35 -3.761 -1.644 -4.512  0.09
H36 -3.064 -2.045 -1.954  0.10